Entry P
N2O4 | ωB97M-V/def2-TZVPD

HOMO-LUMO gap in eV: 9.51
Multiplicity: 1
E_LUMO in eV: -0.815
SMILES: O=NO[N+](=O)[O-]

The geometry in XYZ format:
```
6
Properties=species:S:1:pos:R:3:lowdin_charge:R:1
N 0.739 0.028 0.929 -0.11
N -0.767 0.018 -0.614 -0.37
O 0.457 0.730 -0.201 0.06
O 1.801 -0.088 1.387 0.14
O -1.234 0.162 -1.674 0.19
O -0.996 -0.849 0.173 0.10
```

Entry Q
N2O4 | ωB97M-V/def2-TZVPD

HOMO-LUMO gap (spin up / spin down) in eV: 9.73 / 8.10
Multiplicity: 1
E_LUMO (spin up / spin down) in eV: -1.405 / -2.223

The geometry in XYZ format:
```
6
Properties=species:S:1:pos:R:3:lowdin_charge:R:1
N 1.039 1.288 0.638 -0.22
N -1.516 -1.121 -0.669 -0.16
O 1.992 1.090 -0.027 0.11
O 0.600 0.909 1.680 0.09
O -0.964 -2.148 -0.876 0.11
O -1.105 0.022 -0.676 0.06
```

We find entry Q to be the most stable, with the next structure 0.0392 hartree higher.